# 1
ORCA calculation (ωB97M-V with the def2-TZVPD basis set) on C28H46N2P2SeZr as an isolated structure at a distorted geometry.

Summary:
- LUMO level (spin up / spin down): -14.756 / -14.755 eV
- Total charge: +4
- Electronic energy: -4333.68537 a.u.
- Gap between HOMO and LUMO (spin up / spin down): 4.0 / 4.0 eV

Last column: Löwdin charge in e.
CARTESIAN COORDINATES (ANGSTROEM)
1 Zr -1.46783 1.62096 -0.57447  1.24
2 C -3.16383 2.04023 2.64299  -0.02
3 C -2.93818 2.46634 1.25980  -0.37
4 C -2.00747 3.50022 0.95480  -0.07
5 C -2.18456 4.28282 -0.24057  0.00
6 C -3.05030 3.80311 -1.20465  -0.06
7 C -3.72504 2.53828 -1.09322  -0.06
8 C -3.67886 1.85909 0.18272  -0.16
9 H -4.06936 1.43803 2.75694  0.13
10 H -3.21747 2.93379 3.27158  0.13
11 H -2.26715 1.49575 2.97793  0.07
12 H -1.32204 3.79021 1.73481  0.15
13 H -1.55352 5.11787 -0.51804  0.15
14 H -3.21136 4.45614 -2.07806  0.15
15 H -4.27300 2.08949 -1.96568  0.17
16 H -4.27641 1.02158 0.38517  0.13
17 C 0.07543 -1.61421 -2.30507  -0.22
18 P -0.76637 -0.08205 -2.78215  0.74
19 C -2.28483 -0.62962 -3.51565  -0.27
20 C 0.11749 0.43982 -4.29908  -0.39
21 C 0.95695 1.66134 -4.10535  -0.36
22 P 0.05135 2.75663 -2.91780  0.83
23 C 1.33149 4.00717 -2.39901  -0.24
24 C -0.79924 3.93473 -4.09894  -0.22
25 H 1.08772 -1.48586 -2.67050  0.06
26 H -0.49518 -2.45532 -2.79554  0.10
27 H 0.09598 -1.69155 -1.20595  0.01
28 H -2.06559 -1.43877 -4.23063  0.09
29 H -2.88738 0.16840 -4.01587  0.08
30 H -2.89483 -1.11662 -2.71941  0.07
31 H -0.67520 0.54016 -5.03586  0.10
32 H 0.77392 -0.43705 -4.61760  0.14
33 H 1.19993 2.16950 -5.04175  0.13
34 H 1.88234 1.37319 -3.58831  0.10
35 H 1.35015 4.97340 -2.99659  0.10
36 H 2.34307 3.52517 -2.59622  0.08
37 H 1.24793 4.12094 -1.29312  0.02
38 H -0.08809 4.42410 -4.73992  0.06
39 H -1.27902 4.69260 -3.47559  0.03
40 H -1.60508 3.46162 -4.74862  0.09
41 C 2.12907 2.12699 0.48118  -0.12
42 C 2.82582 1.59434 1.69782  -0.23
43 C 2.03586 1.76714 3.01456  -0.14
44 C 0.73717 0.89628 2.97015  -0.13
45 N 0.89653 -0.49950 2.53109  -0.01
46 C 0.07032 -1.20663 1.68514  -0.47
47 Se -1.61270 -0.46360 1.03147  0.86
48 N 0.24753 -2.55995 1.84793  0.01
49 C -0.83648 -3.58779 1.78082  -0.13
50 C -0.47414 -4.93502 1.16660  -0.19
51 C 0.04446 -4.86596 -0.26890  -0.27
52 C 0.33305 -6.21810 -0.90693  -0.08
53 C 1.40123 -2.73912 2.68324  -0.10
54 C 2.11721 -3.85259 3.01887  0.03
55 C 3.20079 -3.72956 3.86210  0.00
56 C 3.59674 -2.46240 4.30013  0.01
57 C 2.96989 -1.27938 3.81828  0.04
58 C 1.86081 -1.42913 2.98311  -0.12
59 H 2.78560 2.08670 -0.43336  0.11
60 H 1.89609 3.18440 0.68601  0.09
61 H 1.27545 1.53934 0.17255  0.01
62 H 3.80457 2.07909 1.82067  0.14
63 H 3.05013 0.53522 1.56210  0.11
64 H 1.73491 2.82065 3.12843  0.13
65 H 2.62477 1.52892 3.92359  0.12
66 H -0.03449 1.33163 2.24645  0.05
67 H 0.31426 0.97141 3.98412  0.15
68 H -1.69446 -3.23532 1.17950  0.09
69 H -1.21710 -3.66416 2.86283  0.18
70 H -1.39695 -5.56240 1.18376  0.15
71 H 0.20656 -5.53883 1.81795  0.12
72 H 0.94965 -4.27411 -0.35182  0.10
73 H -0.71802 -4.28931 -0.84942  0.10
74 H 0.92399 -6.77166 -0.21584  0.07
75 H 1.01974 -6.08781 -1.69184  0.06
76 H -0.52593 -6.84609 -1.20841  0.11
77 H 1.73029 -4.80517 2.77785  0.10
78 H 3.70373 -4.58381 4.26621  0.13
79 H 4.38830 -2.39079 5.04899  0.14
80 H 3.36919 -0.33551 4.09548  0.10

***

# 2
ORCA calculation (ωB97M-V with the def2-TZVPD basis set) on C24H27CoN4OS2 as an isolated structure at a distorted geometry.

Summary:
- LUMO level (spin up / spin down): -3.160 / -3.496 eV
- Total charge: +1
- Multiplicity: 4
- Electronic energy: -3403.97926 a.u.
- Gap between HOMO and LUMO (spin up / spin down): 7.7 / 7.4 eV

Last column: Löwdin charge in e.
CARTESIAN COORDINATES (ANGSTROEM)
1 Co 0.15605 1.52988 0.00457  0.51
2 C -1.91759 1.53559 5.59004  -0.08
3 C -2.60848 0.82756 4.42675  -0.23
4 N -2.56177 1.56604 3.16477  -0.01
5 C -1.46358 1.70349 2.41990  -0.74
6 S -1.65957 2.53605 0.86667  0.66
7 N -0.30635 1.26675 2.86190  0.03
8 N 0.65973 1.28080 1.93918  -0.08
9 C 1.90827 1.31285 2.23682  -0.24
10 C 2.41780 1.34377 3.64000  0.00
11 C 2.78431 1.33705 1.05763  -0.18
12 C 4.14454 1.06545 1.11399  0.01
13 C 4.89460 1.09622 -0.04893  -0.02
14 C 4.27133 1.40553 -1.24929  -0.03
15 C 2.91217 1.64910 -1.23732  -0.09
16 N 2.17961 1.62324 -0.12166  0.02
17 H -1.99200 0.91706 6.48475  0.08
18 H -2.38691 2.49902 5.78971  0.08
19 H -0.86754 1.68802 5.36079  0.05
20 H -3.65818 0.67038 4.66611  0.12
21 H -2.13805 -0.14316 4.25741  0.11
22 H -3.38690 2.02870 2.82601  0.12
23 H 1.66859 1.80479 4.27925  0.07
24 H 3.34784 1.90528 3.71210  0.08
25 H 2.59304 0.32919 4.00654  0.10
26 H 4.60102 0.81776 2.06179  0.12
27 H 5.95239 0.87195 -0.02286  0.12
28 H 4.82507 1.45598 -2.17525  0.12
29 H 2.38112 1.86634 -2.15460  0.12
30 O -0.52234 -0.22605 -0.60715  -0.59
31 S -1.88028 -0.86332 -0.80392  1.03
32 C -1.47398 -2.26166 -1.91036  -0.25
33 C -0.57075 -3.16972 -1.12253  -0.30
34 C -1.08580 -3.88955 -0.04531  -0.05
35 C -0.25186 -4.66626 0.74133  -0.07
36 C 1.10587 -4.72593 0.45858  -0.08
37 C 1.62363 -4.01406 -0.61227  -0.07
38 C 0.78869 -3.23210 -1.39799  -0.04
39 C -2.84410 0.21797 -1.95905  -0.26
40 C -2.09063 0.63538 -3.18169  -0.29
41 C -1.19436 1.70140 -3.13953  -0.05
42 C -0.50084 2.08224 -4.27776  -0.07
43 C -0.69496 1.40487 -5.47206  -0.07
44 C -1.59126 0.34815 -5.52787  -0.06
45 C -2.28419 -0.03179 -4.38911  -0.05
46 H -0.98171 -1.83595 -2.78180  0.09
47 H -2.41702 -2.73714 -2.18487  0.11
48 H -2.14785 -3.84270 0.16969  0.12
49 H -0.66183 -5.21946 1.57585  0.11
50 H 1.75708 -5.33604 1.07071  0.11
51 H 2.68156 -4.06094 -0.83484  0.11
52 H 1.19466 -2.67548 -2.23441  0.12
53 H -3.13947 1.07257 -1.34997  0.07
54 H -3.72956 -0.37132 -2.20048  0.10
55 H -1.08641 2.27914 -2.22565  0.08
56 H 0.17023 2.93167 -4.25220  0.11
57 H -0.16632 1.71594 -6.36314  0.11
58 H -1.76265 -0.17119 -6.46120  0.11
59 H -2.99416 -0.84936 -4.43776  0.12